# C22H26NOPPd

A molecular structure, C22H26NOPPd (ωB97M-V with the def2-TZVPD basis set, OMol25).

## Properties
Net charge ... +2
Multiplicity ... 5
Gap between HOMO and LUMO (alpha / beta) ... 7.71 / 4.48 eV

CARTESIAN COORDINATES (ANGSTROEM)
Pd: -0.444 -0.849 1.469
N: 0.322 0.661 2.568
C: 0.059 2.048 1.619
C: 0.523 3.248 2.195
C: 0.374 4.471 1.552
C: -0.250 4.529 0.310
C: -0.723 3.365 -0.298
C: -0.573 2.087 0.324
P: -1.273 0.250 -0.473
C: 0.397 -0.220 -0.963
C: 1.681 0.230 -0.579
C: 2.826 -0.374 -1.113
C: 2.708 -1.422 -2.027
C: 1.444 -1.870 -2.412
C: 0.299 -1.272 -1.881
C: -1.894 1.206 -1.835
C: -1.119 1.609 -2.935
C: -1.733 2.141 -4.073
C: -3.123 2.276 -4.119
C: -3.901 1.876 -3.032
C: -3.293 1.343 -1.892
H: 1.184 0.688 2.657
H: -0.159 0.881 3.278
H: 1.001 3.217 3.167
H: 0.737 5.378 2.017
H: -0.373 5.484 -0.185
H: -1.205 3.502 -1.249
H: 1.831 1.035 0.115
H: 3.807 -0.027 -0.816
H: 3.595 -1.886 -2.438
H: 1.351 -2.682 -3.121
H: -0.674 -1.634 -2.193
H: -0.041 1.514 -2.922
H: -1.131 2.450 -4.918
H: -3.597 2.689 -5.002
H: -4.978 1.977 -3.071
H: -3.908 1.032 -1.057
C: 1.140 -2.449 3.297
C: 0.872 -3.078 1.922
C: 1.936 -4.142 1.615
C: -0.526 -3.714 1.900
O: 0.929 -2.136 1.000
H: 1.099 -3.209 4.087
H: 0.399 -1.679 3.549
H: 2.131 -1.980 3.349
H: 1.914 -4.942 2.366
H: 2.951 -3.723 1.618
H: 1.779 -4.613 0.635
H: -0.606 -4.504 2.657
H: -0.756 -4.172 0.929
H: -1.316 -2.981 2.111
H: -1.693 -1.633 2.298

---

# C2H3N3O2

A single C2H3N3O2 molecule (ωB97M-V with the def2-TZVPD basis set, OMol25).

## Properties
SMILES ... [H]/N=c1/[nH]c(=O)[nH]o1
ΔE to the lowest compared entry with this formula, charge and spin ... 313.5 kJ/mol
Multiplicity ... 1
Gap between HOMO and LUMO ... 10.43 eV

CARTESIAN COORDINATES (ANGSTROEM)
H: -2.841 1.023 -0.520
N: -1.805 0.942 -1.131
C: -1.018 0.265 -0.452
N: 0.313 0.640 -0.511
C: 1.132 -0.183 0.164
O: 2.329 -0.176 0.293
N: 0.264 -0.731 1.022
O: -1.149 -0.697 0.526
H: 0.725 1.123 -1.424
H: 0.585 -1.618 1.460

---

# C5H6O2

2 unconnected molecules or ions with the total composition C5H6O2 (ωB97M-V with the def2-TZVPD basis set, OMol25).

## Properties
SMILES ... CC1C=C1.O=C=O
ΔE to the lowest compared entry with this formula, charge and spin ... 200.8 kJ/mol
Multiplicity ... 1
Gap between HOMO and LUMO ... 10.23 eV

CARTESIAN COORDINATES (ANGSTROEM)
C: -1.382 -0.861 -0.024
C: -0.605 0.326 0.541
C: 0.407 1.075 -0.245
C: -0.666 1.756 -0.027
H: -1.280 -0.947 -1.112
H: -2.444 -0.762 0.216
H: -1.045 -1.811 0.413
H: -0.409 0.188 1.612
H: 1.383 1.015 -0.690
H: -1.146 2.717 -0.201
O: 1.539 -1.378 0.464
C: 2.394 -0.898 -0.161
O: 3.255 -0.420 -0.787

---

# C4H11N2O2

A gas-phase ion, C4H11N2O2 (charge +1) (ωB97M-V with the def2-TZVPD basis set, OMol25).

## Properties
SMILES ... C[N+](C)(C)C[N+](=O)[O-]
Net charge ... +1
ΔE to the lowest compared entry with this formula, charge and spin ... 563.2 kJ/mol
Multiplicity ... 1
Gap between HOMO and LUMO ... 11.71 eV

CARTESIAN COORDINATES (ANGSTROEM)
C: 1.082 0.610 -1.021
N: 0.071 0.161 -0.022
C: 0.674 -0.310 1.197
C: -0.796 -1.021 -0.634
C: -0.942 1.186 0.344
N: -0.344 2.438 1.057
O: -1.225 3.196 1.372
O: 0.843 2.495 1.211
H: 0.657 1.157 -1.886
H: 1.774 1.236 -0.455
H: 1.558 -0.325 -1.351
H: 0.151 -0.309 2.148
H: 1.157 -1.354 1.020
H: 1.428 0.462 1.268
H: -0.316 -1.287 -1.620
H: -0.896 -1.758 0.171
H: -1.760 -0.665 -0.812
H: -1.564 0.676 1.151
H: -1.589 1.451 -0.434

---

# C12H13F6InN4O6S2

A molecular structure, C12H13F6InN4O6S2 (ωB97M-V with the def2-TZVPD basis set, OMol25).

## Properties
Net charge ... +1
ΔE to the lowest compared entry with this formula, charge and spin ... 0.0 kJ/mol
Multiplicity ... 2
Gap between HOMO and LUMO (alpha / beta) ... 8.62 / 7.44 eV

CARTESIAN COORDINATES (ANGSTROEM)
In: -0.701 -1.048 -0.870
F: 3.508 1.811 1.845
C: 3.192 1.300 0.671
F: 3.359 2.190 -0.284
F: 3.948 0.229 0.429
S: 1.438 0.729 0.709
O: 1.290 -0.238 1.760
O: 1.220 0.171 -0.639
N: 0.717 2.094 0.948
S: -0.819 2.274 0.597
O: -1.540 2.939 1.626
O: -1.409 1.045 0.068
C: -0.765 3.405 -0.855
F: -0.247 4.565 -0.495
F: -1.998 3.573 -1.307
F: -0.016 2.846 -1.800
O: 0.635 -2.709 -1.151
N: 1.833 -2.817 -0.568
C: 2.918 -2.618 -1.334
C: 4.175 -2.746 -0.790
C: 4.307 -3.085 0.549
C: 3.167 -3.286 1.311
C: 1.926 -3.145 0.729
H: 2.708 -2.357 -2.359
H: 5.037 -2.581 -1.420
H: 5.287 -3.194 0.991
H: 3.226 -3.550 2.357
H: 0.986 -3.285 1.239
N: -1.421 -1.732 1.121
C: -1.763 -1.002 1.972
N: -2.136 -0.208 2.905
C: -3.507 0.353 2.949
C: -4.033 0.192 4.365
O: -3.146 0.780 5.295
C: -1.887 0.141 5.291
C: -1.209 0.299 3.941
H: -4.127 -0.173 2.225
H: -3.437 1.406 2.674
H: -4.176 -0.871 4.597
H: -4.988 0.703 4.464
H: -1.999 -0.924 5.533
H: -1.283 0.614 6.063
H: -0.274 -0.252 3.882
H: -1.023 1.354 3.727

---

# C19H30F3N7O4Zr

A molecular structure, C19H30F3N7O4Zr (ωB97M-V with the def2-TZVPD basis set, OMol25).

## Properties
Net charge ... +2
Multiplicity ... 1
Gap between HOMO and LUMO ... 7.16 eV

CARTESIAN COORDINATES (ANGSTROEM)
Zr: -0.511 0.566 -0.706
C: -0.233 3.504 0.906
C: -1.478 2.831 1.431
N: -1.275 1.358 1.484
C: -0.425 0.907 2.599
C: 1.018 0.847 2.189
C: 2.029 0.938 3.125
C: 3.346 0.867 2.704
C: 3.610 0.734 1.350
C: 2.553 0.646 0.467
C: 2.790 0.474 -1.004
N: 1.657 0.985 -1.800
C: 1.765 2.439 -2.121
C: 1.428 3.285 -0.915
N: 0.073 2.937 -0.429
N: 1.267 0.679 0.875
H: 0.624 3.322 1.555
H: -0.369 4.585 0.853
H: -2.318 3.008 0.755
H: -1.759 3.220 2.410
H: -2.191 0.934 1.592
H: -0.755 -0.095 2.888
H: -0.540 1.540 3.481
H: 1.782 1.075 4.170
H: 4.156 0.936 3.419
H: 4.625 0.707 0.977
H: 2.899 -0.590 -1.229
H: 3.728 0.951 -1.296
H: 1.665 0.490 -2.687
H: 1.067 2.643 -2.934
H: 2.766 2.671 -2.489
H: 1.490 4.344 -1.173
H: 2.132 3.115 -0.100
H: -0.590 3.348 -1.085
F: -4.853 -0.428 0.745
C: -4.827 0.246 -0.415
F: -4.827 1.559 -0.129
F: -5.892 -0.051 -1.126
C: -3.552 -0.111 -1.202
O: -3.570 -0.541 -2.309
O: -2.443 0.121 -0.467
C: 0.831 -2.254 0.543
C: 1.012 -3.791 0.598
N: -0.008 -4.451 -0.195
C: 0.144 -4.055 -1.589
C: 0.069 -2.516 -1.743
N: -0.258 -1.865 -0.421
C: -1.529 -2.515 0.066
C: -1.316 -4.032 0.290
H: 1.752 -1.775 0.220
H: 0.564 -1.849 1.520
H: 0.947 -4.138 1.629
H: 1.994 -4.072 0.217
H: -0.646 -4.524 -2.175
H: 1.097 -4.427 -1.964
H: -0.700 -2.226 -2.452
H: 1.018 -2.097 -2.088
H: -2.281 -2.336 -0.698
H: -1.845 -2.006 0.977
H: -2.090 -4.593 -0.233
H: -1.388 -4.282 1.348
O: -0.623 0.021 -2.786
N: -1.319 0.992 -3.190
O: -1.487 1.792 -2.231

---

# C21H16AgN2O

A molecular structure, C21H16AgN2O (ωB97M-V with the def2-TZVPD basis set, OMol25).

## Properties
Net charge ... -1
Multiplicity ... 1
Gap between HOMO and LUMO ... 3.06 eV

CARTESIAN COORDINATES (ANGSTROEM)
Ag: 0.324 0.262 -2.582
C: -0.692 -0.884 -1.305
C: -1.097 -1.221 -0.192
C: -1.577 -1.613 1.074
C: -2.985 -1.375 1.356
C: -3.918 -1.303 0.298
C: -5.255 -1.018 0.514
C: -5.743 -0.788 1.797
C: -4.843 -0.836 2.857
C: -3.501 -1.116 2.647
C: -0.627 -2.148 2.021
C: 0.769 -2.016 1.807
C: 1.701 -2.543 2.683
C: 1.310 -3.242 3.823
C: -0.054 -3.418 4.040
C: -0.995 -2.898 3.168
H: -3.556 -1.477 -0.708
H: -5.933 -0.978 -0.333
H: -6.789 -0.565 1.967
H: -5.188 -0.633 3.866
H: -2.824 -1.103 3.490
H: 1.096 -1.487 0.919
H: 2.758 -2.411 2.474
H: 2.041 -3.650 4.511
H: -0.392 -3.988 4.900
H: -2.042 -3.104 3.345
N: 4.880 2.850 -1.152
C: 4.670 3.542 -2.304
O: 5.421 4.420 -2.680
C: 3.487 3.135 -3.133
C: 3.151 3.918 -4.228
C: 2.059 3.566 -4.997
C: 1.327 2.445 -4.646
N: 1.642 1.683 -3.599
C: 2.709 2.023 -2.868
H: 5.612 3.205 -0.559
H: 4.142 2.335 -0.704
H: 3.758 4.787 -4.446
H: 1.766 4.153 -5.857
H: 0.459 2.136 -5.214
H: 2.930 1.355 -2.046

---

no.,E_tot (eV)
1,-39516.955
2,-10685.208
3,-9375.014
4,-11390.287
5,-74040.446
6,-48232.487
7,-31062.395